{"formula": "C3H3ClO2", "method": "ωB97M-V with the def2-TZVPD basis set", "elements": ["C", "C", "C", "O", "O", "Cl", "H", "H", "H"], "coordinates": [[-2.860, 0.543, 0.113], [-0.478, 0.211, 0.595], [0.090, 0.173, -0.626], [-3.846, 1.204, 0.101], [-1.765, 0.897, 0.736], [-2.874, -1.183, -0.502], [-0.074, -0.117, 1.477], [-0.196, 0.554, -1.597], [1.022, -0.348, -0.577]], "smiles": "C=COC(=O)Cl", "homo_lumo_gap_ev": 11.23, "spin_multiplicity": 1, "de_lowest_ev": 0.9197}